DFT (the ωB97M-V functional and the def2-TZVPD basis) results for a 2-piece molecular cluster, CHCl3S overall.

Calculated values
2S+1 = 3
Energy above the lowest of the compared OMol25 structures with the same formula, charge and spin = 0.000 eV
HOMO energy (spin up / spin down) = -0.3893 / -0.3868 Ha
LUMO energy (spin up / spin down) = 0.43 / -3.58 eV
<S²> = 2.01

Atoms and positions in Å:
C  -0.44513  0.02153  -0.30834
S  0.59779  1.30779  0.36666
Cl  -0.18014  -0.21254  -2.05148
Cl  -2.16542  0.42452  -0.00863
Cl  2.41869  -0.62361  1.79885
H  -0.22579  -0.91770  0.20294


DFT (the ωB97M-V functional and the def2-TZVPD basis) results for C29H59InNO12P2 as an isolated structure at a distorted geometry.

Calculated values
Total charge = -1
HOMO energy = -0.1717 Ha
LUMO energy = 2.18 eV

Atoms and positions in Å:
C  7.87734  -3.11681  0.20050
C  7.13544  -2.75118  1.47836
O  5.88695  -3.41413  1.58856
C  4.79502  -2.50374  1.71384
C  4.43665  -1.84038  0.37762
O  4.43480  -0.44075  0.48550
In  3.74972  0.57697  -1.19583
C  2.06677  1.89514  -0.55510
C  0.72964  1.54959  -1.15307
O  -0.38708  1.81117  -0.21074
C  -1.43582  1.00872  -0.53965
C  -1.52560  -0.25031  0.29082
O  -2.19683  1.28970  -1.44071
C  5.43690  1.84705  -1.90793
C  6.52723  1.87001  -0.83787
C  7.51419  3.05220  -1.01573
C  7.36294  0.58573  -0.86549
C  3.16264  -0.81621  -2.85970
C  2.14442  -0.44300  -3.73947
C  1.73874  -1.29297  -4.75590
C  2.42349  -2.49473  -4.86419
C  3.44158  -2.76267  -3.97288
N  3.83201  -1.98539  -2.96234
H  8.61096  -2.34124  -0.03128
H  8.41195  -4.06448  0.28586
H  7.20440  -3.18889  -0.65254
H  7.73860  -3.04267  2.34678
H  7.01865  -1.66493  1.52121
H  4.97693  -1.75571  2.49005
H  3.95502  -3.12475  2.03521
H  5.17924  -2.16149  -0.36723
H  3.47282  -2.21358  -0.00219
H  2.33101  2.93046  -0.77085
H  1.98489  1.77936  0.52871
H  0.64417  0.51621  -1.50195
H  0.54376  2.19864  -2.01368
H  -2.08257  -1.02252  -0.23141
H  -1.98274  0.01083  1.24476
H  -0.50771  -0.60487  0.45005
H  5.81356  1.45124  -2.85359
H  5.04097  2.85841  -2.03405
H  6.13546  1.95213  0.18048
H  7.00253  3.95850  -1.33994
H  8.31674  2.78456  -1.70645
H  7.97935  3.26206  -0.04601
H  6.72554  -0.27587  -0.65990
H  7.86842  0.48847  -1.82924
H  8.12966  0.60832  -0.08380
H  1.66997  0.52331  -3.62041
H  0.93469  -1.04681  -5.43830
H  2.17240  -3.21494  -5.63177
H  3.98782  -3.69607  -4.09294
O  -4.20280  -4.17878  0.27688
P  -4.43965  -4.44056  -1.14856
O  -5.71196  -3.59270  -1.64368
C  -5.66822  -2.15870  -1.53556
C  -4.58958  -1.51921  -2.38485
O  -5.07310  -5.94025  -1.18183
C  -4.96038  -6.81106  -0.05738
C  -6.23669  -6.80919  0.76175
O  -3.56742  -4.59696  -2.45650
C  -3.99208  -5.29757  -3.63662
C  -5.02486  -4.58839  -4.48349
H  -5.53912  -1.88444  -0.48600
H  -6.64955  -1.80584  -1.85084
H  -3.59262  -1.82090  -2.05660
H  -4.64441  -0.43321  -2.30804
H  -4.68831  -1.79480  -3.43342
H  -4.10439  -6.53873  0.55782
H  -4.76703  -7.81169  -0.44946
H  -6.60546  -5.79446  0.90650
H  -6.07128  -7.26415  1.73933
H  -7.02127  -7.36857  0.24884
H  -4.32115  -6.30354  -3.38653
H  -3.08111  -5.41190  -4.22463
H  -6.01566  -4.62105  -4.03328
H  -5.09023  -5.08701  -5.45199
H  -4.75979  -3.54569  -4.64707
O  -0.75866  5.07942  3.86953
P  -2.20868  4.86316  3.92879
O  -2.90213  5.45732  2.61126
C  -2.52432  4.93017  1.32159
C  -2.86872  3.46774  1.14073
O  -2.72734  5.94850  5.03115
C  -1.81278  6.57868  5.92504
C  -1.44498  7.96690  5.43746
O  -3.19150  3.70170  4.37225
C  -4.55384  3.90853  4.77358
C  -5.52481  4.22653  3.65839
H  -1.45575  5.09087  1.16732
H  -3.05930  5.53154  0.58783
H  -2.30577  2.83970  1.83621
H  -2.62220  3.15060  0.13055
H  -3.92931  3.28290  1.30930
H  -0.92195  5.96752  6.06091
H  -2.30973  6.64102  6.89589
H  -1.23011  7.96030  4.36969
H  -0.57031  8.34602  5.96793
H  -2.27304  8.66020  5.59695
H  -4.61162  4.65646  5.56120
H  -4.84825  2.96218  5.22916
H  -5.41154  5.24703  3.29662
H  -6.54361  4.12568  4.03703
H  -5.39931  3.55103  2.81460


DFT (the ωB97M-V functional and the def2-TZVPD basis) results for a 2-piece molecular cluster, C5H15NO2 overall at a distorted geometry.

Calculated values
Energy above the lowest of the compared OMol25 structures with the same formula, charge and spin = 1.168 eV
HOMO energy = -0.3345 Ha
LUMO energy = 0.83 eV
Structure (SMILES) = CC[C@@H](C)NCO.O

Atoms and positions in Å:
C  -0.92316  2.42533  0.48898
C  0.02076  1.28100  0.87343
C  -0.00347  0.14572  -0.16639
C  0.64778  0.52763  -1.49715
N  0.58255  -1.01469  0.52711
C  0.99263  -2.20035  -0.13813
O  1.97403  -2.08228  -1.15136
H  -0.41996  3.03030  -0.27216
H  -1.80821  2.08305  -0.02840
H  -1.14028  3.10813  1.30973
H  1.04788  1.68074  0.83574
H  -0.04261  0.84762  1.87821
H  -1.03070  -0.14704  -0.38772
H  0.96190  -0.37066  -2.00305
H  -0.04005  1.13811  -2.07691
H  1.55013  1.13598  -1.37181
H  1.25326  -0.72766  1.22339
H  0.15008  -2.68480  -0.60487
H  1.33442  -2.88616  0.64263
H  2.89062  -2.16083  -0.88410
O  -2.79809  -1.29011  1.19696
H  -2.20150  -0.55191  1.35235
H  -2.99804  -1.28714  0.25349


DFT (the ωB97M-V functional and the def2-TZVPD basis) results for C25H16Cl5CoF2N3P as an isolated structure.

Calculated values
Total charge = -1
2S+1 = 4
Energy above the lowest of the compared OMol25 structures with the same formula, charge and spin = 1.188 eV
HOMO energy (spin up / spin down) = -0.0568 / -0.1868 Ha
LUMO energy (spin up / spin down) = 2.58 / 2.57 eV
<S²> = 3.87

Atoms and positions in Å:
Co  -1.36505  0.72565  -0.23807
Cl  0.82476  1.38954  2.37665
C  -0.51062  2.49888  2.17279
C  -1.48471  2.18753  1.23218
C  -2.53037  3.09786  1.16746
Cl  -3.84685  2.76724  0.05099
C  -2.61691  4.25269  1.94086
Cl  -3.95722  5.33993  1.80119
C  -1.60448  4.52773  2.85442
Cl  -1.67809  5.94738  3.83964
C  -0.53944  3.63711  2.97259
Cl  0.71211  3.96595  4.12380
N  1.57982  0.21150  -1.03078
P  0.45493  -0.78431  -0.27635
C  0.30546  -2.23115  -1.41178
C  1.34852  -3.14233  -1.57167
C  1.26159  -4.16658  -2.50150
C  0.11838  -4.29256  -3.28285
C  -0.92383  -3.39521  -3.13138
C  -0.83303  -2.36311  -2.19925
C  1.44179  -1.53859  1.05416
C  0.88011  -2.59576  1.77247
C  1.56694  -3.17347  2.82734
C  2.82651  -2.69974  3.17986
C  3.38648  -1.64597  2.47636
C  2.69438  -1.06505  1.41809
C  1.10994  1.30106  -1.81659
C  1.91303  1.87818  -2.74789
C  1.42682  3.00099  -3.50772
C  0.12424  3.43398  -3.21103
C  -0.62700  2.80703  -2.25779
N  -0.16719  1.69569  -1.52659
H  2.43012  -0.20016  -1.39204
H  2.23608  -3.05740  -0.95294
H  2.08040  -4.86632  -2.61576
H  0.04567  -5.09280  -4.00972
H  -1.81554  -3.48963  -3.73829
H  -1.64828  -1.66070  -2.08842
H  -0.10419  -2.96544  1.50566
H  1.11802  -3.98932  3.37988
H  3.36432  -3.14798  4.00601
H  4.36059  -1.26284  2.75395
H  3.11877  -0.22148  0.88723
H  2.91600  1.49149  -2.89014
H  2.04114  3.49015  -4.24881
H  -0.30814  4.28179  -3.73014
H  -1.62530  3.14125  -2.01368
N  -2.97930  -0.44304  -0.63248
C  -2.76509  -0.33108  0.54301
F  -2.35718  -0.83784  2.78814
C  -3.34423  -0.67111  1.87094
F  -4.03244  -1.84805  1.80774
H  -4.02246  0.10842  2.22023


DFT (the ωB97M-V functional and the def2-TZVPD basis) results for an isolated ion of composition C2H8NS2 and charge +2 at a distorted geometry.

Calculated values
Total charge = +2
2S+1 = 2
Energy above the lowest of the compared OMol25 structures with the same formula, charge and spin = 2.806 eV
HOMO energy (spin up / spin down) = -0.6558 / -0.6571 Ha
LUMO energy (spin up / spin down) = -8.64 / -10.57 eV
<S²> = 0.76

Atoms and positions in Å:
S  -0.06202  -1.13073  -1.35655
S  -0.06172  -1.44486  -3.31520
H  -0.84033  -2.11501  -0.89021
H  0.54549  -0.33829  -3.76470
C  -0.39938  0.08680  0.98620
C  -0.16565  0.45150  -0.43296
N  0.51147  0.59398  2.02749
H  -1.33314  -0.37934  1.25997
H  -1.04967  1.04409  -0.74541
H  0.68055  1.12625  -0.58305
H  0.65804  1.59445  1.85705
H  0.10971  0.42791  2.96236
H  1.40665  0.08324  1.99503


DFT (the ωB97M-V functional and the def2-TZVPD basis) results for a 2-piece molecular cluster, H4N2O overall at a distorted geometry.

Calculated values
Energy above the lowest of the compared OMol25 structures with the same formula, charge and spin = 0.000 eV
HOMO energy = -0.3812 Ha
LUMO energy = 0.17 eV
Structure (SMILES) = [H]/N=N\[H].O

Atoms and positions in Å:
H  -2.56268  -0.26590  0.12456
N  -1.55154  -0.54212  0.02854
N  -0.84901  0.49546  -0.04644
H  -1.42096  1.40040  -0.00771
O  2.13500  -0.17337  -0.04687
H  2.48444  0.48990  0.53430
H  1.22308  0.08920  -0.15094


DFT (the ωB97M-V functional and the def2-TZVPD basis) results for a 2-piece molecular cluster, C6H10N overall at a distorted geometry.

Calculated values
Total charge = +1
Energy above the lowest of the compared OMol25 structures with the same formula, charge and spin = 5.776 eV
HOMO energy (spin up / spin down) = -0.5240 / -0.4817 Ha
LUMO energy (spin up / spin down) = -5.86 / -5.18 eV

Atoms and positions in Å:
C  1.68992  1.21352  -1.98741
C  0.70551  0.94131  -1.35128
C  0.04301  -1.08768  1.45408
C  -0.35360  1.83883  0.73775
C  0.12064  -1.70496  -0.78386
C  0.00195  0.68573  -0.16362
N  -0.00547  -0.63659  0.27590
H  2.36736  1.74994  -2.64604
H  -0.08732  -0.42552  2.23570
H  0.04272  -2.13679  1.61767
H  -1.15378  1.48735  1.28420
H  0.46320  2.09676  1.45007
H  -0.72553  2.67255  0.07463
H  1.16214  -2.06642  -0.66719
H  -0.07529  -1.14476  -1.65947
H  -0.69620  -2.37091  -0.40889
H  -1.72757  0.20092  -1.20957


Sequential calculated total energy output: -49452.945, -80845.097, -11012.778, -145618.762, -25342.477, -5090.687, -7860.572 eV